DFT (ωB97M-V/def2-TZVPD) results for a structure of composition C22H27N3O3STi at a distorted geometry.

The calculation puts the LUMO energy (spin up / spin down) at 4.70 / 4.67 eV. The relative energy (zero: lowest compared OMol25 entry of this formula, charge and spin) comes out at 15.6 kcal per mole. The expectation value of S² is 2.08.

Structure (ORCA input):
```
! wB97M-V def2-TZVPD RIJCOSX def2/J DEFGRID3
* xyz -2 3
Ti -0.5926 0.1386 -0.1345
C 0.2760 -2.2888 -3.3869
C 0.0157 -1.0116 -2.6258
O -0.6914 -1.1831 -1.5097
C 0.4651 0.1912 -3.1153
C 0.3079 1.5117 -2.5366
C 0.7021 2.7591 -3.2490
N -0.2704 1.6071 -1.3469
N -0.6718 2.7811 -0.7781
C -1.5493 2.5481 0.2405
O -1.9729 1.2907 0.5271
C -2.1353 3.6412 0.9300
C -1.7155 4.9861 0.7231
C -2.3218 6.0305 1.3927
C -3.3738 5.8107 2.2930
C -3.7895 4.4913 2.5088
C -3.1887 3.4305 1.8570
H -0.1230 -3.1270 -2.8179
H 1.3451 -2.4570 -3.5433
H -0.2068 -2.2816 -4.3685
H 1.0024 0.1403 -4.0567
H 1.1790 2.5305 -4.2044
H 1.3880 3.3517 -2.6343
H -0.1723 3.3979 -3.4221
H -0.9092 5.1675 0.0248
H -1.9726 7.0442 1.2178
H -3.8410 6.6357 2.8174
H -4.6012 4.2938 3.2022
H -3.5134 2.4151 2.0369
C 3.7212 0.5420 -0.4993
C 3.1197 -0.8554 -0.5335
S 3.0514 -1.5363 1.1360
O 4.4548 -2.1444 1.2734
C 1.9570 -2.9627 0.7492
C 2.7302 -4.2706 0.7807
H 3.9315 0.8955 -1.5120
H 4.6512 0.5496 0.0745
H 3.0160 1.2301 -0.0332
H 3.7496 -1.5611 -1.0826
H 2.1134 -0.8188 -0.9352
H 1.4975 -2.7777 -0.2204
H 1.1726 -2.9160 1.5006
H 3.5975 -4.2325 0.1214
H 2.0786 -5.0933 0.4718
H 3.1119 -4.4785 1.7810
N 0.6639 -0.3299 1.1511
C 0.6927 0.4522 2.2781
C 0.3510 -0.0577 3.5599
C 0.4331 0.7061 4.7144
C 0.8638 2.0313 4.6725
C 1.1807 2.5704 3.4298
C 1.1068 1.8081 2.2709
H -0.0249 -1.0743 3.6025
H 0.1426 0.2638 5.6630
H 0.9403 2.6245 5.5758
H 1.4863 3.6093 3.3558
H 1.3246 2.2678 1.3126
*
```

DFT (ωB97M-V/def2-TZVPD) results for an isolated molecule of C22H27N3O7S at a distorted geometry.

The calculation puts the LUMO energy at 0.52 eV. The relative energy (zero: lowest compared OMol25 entry of this formula, charge and spin) comes out at 11.3 kcal per mole. The SMILES is CCOC(=O)c1c(C)[nH]c(C(=O)OCC(=O)N2CCN(S(=O)(=O)c3ccccc3)CC2)c1C.

Structure (ORCA input):
```
! wB97M-V def2-TZVPD RIJCOSX def2/J DEFGRID3
* xyz 0 1
C -6.9371 -0.8392 -0.7195
C -6.1666 0.3324 -0.1400
O -4.8120 -0.0702 0.0467
C -3.9957 0.8425 0.5963
O -4.3779 1.9496 0.9066
C -2.6279 0.3539 0.7560
C -1.5755 1.1186 1.2664
C -1.5552 2.5102 1.7675
N -0.4722 0.3563 1.2556
C -0.7545 -0.8881 0.7320
C 0.2360 -1.9251 0.5795
O 0.0616 -3.0052 0.0669
O 1.4409 -1.5520 1.1110
C 2.5026 -2.4951 0.9938
C 3.6957 -1.8980 0.2458
O 4.0781 -2.3844 -0.7999
N 4.3241 -0.8475 0.8209
C 3.8674 -0.1171 1.9813
C 3.5246 1.3297 1.5499
N 3.3699 1.3455 0.1191
S 2.1408 2.2104 -0.5974
O 2.6953 3.1074 -1.5673
O 1.3496 2.7543 0.4772
C 1.1216 1.0022 -1.4426
C 1.5966 -0.2284 -1.8481
C 0.7375 -1.1078 -2.4899
C -0.5781 -0.7461 -2.7247
C -1.0416 0.4981 -2.3265
C -0.1874 1.3781 -1.6842
C 4.6129 1.1323 -0.5845
C 5.2962 -0.1112 0.0362
C -2.1063 -0.9198 0.4128
C -2.8453 -2.0700 -0.1625
H -7.9753 -0.5568 -0.8675
H -6.8924 -1.6878 -0.0424
H -6.5094 -1.1346 -1.6737
H -6.1919 1.1984 -0.8119
H -6.5813 0.6451 0.8253
H -1.5753 2.5179 2.8576
H -2.4323 3.0413 1.4109
H -0.6436 3.0056 1.4374
H 0.4507 0.6922 1.4818
H 2.1456 -3.3570 0.4189
H 2.7965 -2.8247 1.9964
H 2.9965 -0.6043 2.4088
H 4.6701 -0.1057 2.7278
H 4.3232 2.0218 1.8517
H 2.5917 1.6777 1.9898
H 2.6184 -0.5125 -1.6659
H 1.1010 -2.0765 -2.7948
H -1.2433 -1.4379 -3.2179
H -2.0658 0.7839 -2.5101
H -0.5208 2.3493 -1.3555
H 5.2677 2.0111 -0.5032
H 4.3781 0.9857 -1.6380
H 5.6813 -0.7760 -0.7370
H 6.1129 0.1872 0.6977
H -2.1666 -2.8998 -0.3301
H -3.6423 -2.3784 0.5116
H -3.3113 -1.7814 -1.1020
*
```

DFT (ωB97M-V/def2-TZVPD) results for an isolated molecule of C22H27N5O4.

The calculation puts the LUMO energy at 0.67 eV. The relative energy (zero: lowest compared OMol25 entry of this formula, charge and spin) comes out at 0.0 kcal per mole. The SMILES is Cc1c(NC(=O)CN2C(=O)N[C@]3(CC[C@@H](C)CC3)C2=O)c(=O)n(-c2ccccc2)n1C.

Structure (ORCA input):
```
! wB97M-V def2-TZVPD RIJCOSX def2/J DEFGRID3
* xyz 0 1
C 0.4645 -2.0441 -0.7454
C 0.8357 -1.1651 -1.8785
C 0.3958 0.0980 -2.1495
N -0.4669 0.8998 -1.3964
C -0.4245 1.0115 -0.0529
O 0.3928 0.4712 0.6616
C -1.5605 1.8618 0.5365
N -1.9714 1.2252 1.7622
C -2.2897 -0.1403 1.7983
O -2.4271 -0.8476 0.8322
N -2.4469 -0.4584 3.1000
C -2.0934 0.6186 3.9968
C -3.2409 0.9969 4.9397
C -3.4512 -0.0591 6.0204
C -2.1704 -0.2966 6.8208
C -2.3945 -1.3423 7.9092
C -1.0511 -0.7266 5.8724
C -0.8125 0.3217 4.7907
C -1.8080 1.7497 3.0097
O -1.5053 2.8857 3.2704
C 0.9502 0.5303 -3.4125
O 0.7920 1.5703 -4.0273
N 1.7381 -0.5436 -3.8224
C 2.7583 -0.4582 -4.7789
C 2.4875 0.1507 -6.0006
C 3.4894 0.2595 -6.9467
C 4.7533 -0.2476 -6.6937
C 5.0222 -0.8472 -5.4747
C 4.0349 -0.9473 -4.5122
N 1.7345 -1.5395 -2.8459
C 1.9137 -2.9111 -3.2628
H 1.0447 -1.7688 0.1357
H 0.6318 -3.0920 -0.9757
H -0.5829 -1.8853 -0.4927
H -1.0258 1.5413 -1.9414
H -2.4055 1.9304 -0.1531
H -1.1988 2.8605 0.7967
H -2.5709 -1.4080 3.4037
H -2.9909 1.9562 5.3962
H -4.1551 1.1261 4.3564
H -4.2484 0.2701 6.6894
H -3.7724 -0.9974 5.5620
H -1.8787 0.6468 7.2950
H -1.4851 -1.4949 8.4855
H -3.1818 -1.0245 8.5885
H -2.6853 -2.2947 7.4701
H -0.1269 -0.8739 6.4342
H -1.3121 -1.6840 5.4145
H -0.4808 1.2572 5.2447
H -0.0366 -0.0121 4.0981
H 1.5046 0.5511 -6.1847
H 3.2786 0.7382 -7.8911
H 5.5295 -0.1677 -7.4396
H 6.0103 -1.2292 -5.2645
H 4.2551 -1.3833 -3.5492
H 2.4633 -2.9259 -4.2016
H 2.4919 -3.4480 -2.5108
H 0.9546 -3.4167 -3.4108
*
```

DFT (ωB97M-V/def2-TZVPD) results for a structure of composition C22H27N5O9OsP2.

The calculation puts the LUMO energy (spin up / spin down) at -0.66 / -0.66 eV. The relative energy (zero: lowest compared OMol25 entry of this formula, charge and spin) comes out at 6.7 kcal per mole.

Structure (ORCA input):
```
! wB97M-V def2-TZVPD RIJCOSX def2/J DEFGRID3
* xyz 0 1
Os -0.1833 1.0313 -0.7187
N 1.3831 2.4067 -1.1739
C 0.9380 3.7630 -1.5670
C 0.0373 3.7237 -2.8020
C -1.1497 2.8110 -2.5250
O -2.2620 3.2329 -2.2861
O -0.8098 1.5359 -2.5827
H 1.9898 2.4468 -0.3607
H 1.9681 1.9684 -1.8826
H 1.8090 4.3955 -1.7560
H 0.3896 4.1819 -0.7223
H 0.6026 3.3158 -3.6421
H -0.2955 4.7320 -3.0412
C 3.3010 -1.0302 -3.8745
C 3.2326 -1.5496 -2.4518
O 3.7091 -2.9093 -2.4491
P 4.2185 -0.5562 -1.2927
O 5.7112 -0.7604 -1.8086
O 4.1853 -1.4112 0.0442
O 3.7869 0.8467 -1.1824
P 1.4906 -1.6451 -1.7971
O 0.8934 -2.7999 -2.7408
O 1.6161 -2.0879 -0.3672
O 0.6516 -0.4353 -2.1326
H 4.3333 -1.0098 -4.2236
H 2.8772 -0.0283 -3.9300
H 2.7190 -1.6838 -4.5241
H 3.9509 -3.1392 -1.5417
H 6.3695 -0.2982 -1.2756
H 3.2213 -1.6047 0.2371
H 1.5027 -3.5516 -2.7611
N -0.4032 1.5446 0.8940
C -0.9678 2.2169 1.9653
C -0.4648 2.0294 3.2525
C -1.0400 2.7130 4.3103
C -2.1108 3.5704 4.0850
C -2.6060 3.7570 2.7993
C -2.0339 3.0872 1.7318
H 0.3667 1.3509 3.3995
H -0.6570 2.5753 5.3129
H -2.5594 4.0993 4.9159
H -3.4355 4.4308 2.6297
H -2.3828 3.2203 0.7137
C -4.0785 -0.7499 -1.1661
C -2.9890 0.0959 -1.1483
N -1.8060 -0.3087 -0.6550
C -1.6787 -1.5367 -0.1645
C -2.7338 -2.4374 -0.1193
C -3.9473 -2.0344 -0.6564
C -2.5221 -3.7839 0.4399
C -1.8069 -4.0828 1.5231
C -1.2333 -3.1122 2.4797
C 0.0350 -3.2941 3.0148
C 0.5048 -2.3131 3.8690
N -0.2216 -1.2506 4.2082
C -1.4366 -1.1945 3.6721
N -1.9794 -2.0587 2.8277
H -5.0133 -0.4036 -1.5828
H -3.0165 1.0977 -1.5583
H -0.6916 -1.8042 0.1888
H -4.7902 -2.7150 -0.6613
H -2.9559 -4.6025 -0.1253
H -1.6212 -5.1279 1.7447
H 0.6438 -4.1452 2.7437
H 1.4997 -2.3764 4.2959
H -2.0542 -0.3479 3.9516
*
```

Look up the relative energy (zero: lowest compared OMol25 entry of this formula, charge and spin) of the third one.
0.0 kcal per mole

Number 1 is which compound?
C22H27N3O3STi

The lowest relative energy (zero: lowest compared OMol25 entry of this formula, charge and spin) belongs to which entry?
C22H27N5O4